No. 1
Here is a single C2H2P2S molecule at a distorted geometry from the OMol25 dataset. Energies are from ωB97M-V/def2-TZVPD.

Each line ends with the Mulliken charge.
Positions of all 7 atoms, in Å:
C (-0.16731, -1.32719, -0.04072)  -0.36
C (-0.27289, 1.31754, 0.04467)  -0.30
P (1.51084, -1.26636, -0.02687)  0.05
P (-1.40396, -0.00698, -0.02327)  0.00
S (1.49037, 1.26642, -0.02599)  -0.19
H (-0.53384, -2.20817, 0.29652)  0.41
H (-0.62322, 2.22474, -0.22434)  0.39

Net charge: 0
E_LUMO: -0.75 eV
Frontier orbital gap: 7.8 eV
Relative energy (zero: lowest compared OMol25 entry of this formula, charge and spin): 109.4 kJ/mol


No. 2
Here is a molecular structure, C2H2S4 at a distorted geometry from the OMol25 dataset. Energies are from ωB97M-V/def2-TZVPD.

Each line ends with the Mulliken charge.
Positions of all 8 atoms, in Å:
C (-0.69569, -0.37649, -0.15266)  0.12
C (0.59944, 0.33259, 0.12372)  0.37
H (-2.31480, -1.54737, 0.83226)  0.12
H (2.82081, 1.33448, -0.84998)  0.18
S (-1.62499, -0.60492, 1.36191)  -0.12
S (-0.94948, -1.02400, -1.54887)  -0.24
S (1.45938, 0.89637, -1.33634)  -0.17
S (0.70534, 0.98933, 1.56995)  -0.27

Net charge: 0
E_LUMO: -1.85 eV
Frontier orbital gap: 6.8 eV
Relative energy (zero: lowest compared OMol25 entry of this formula, charge and spin): 99.6 kJ/mol